Entry 1:
69
Properties=species:S:1:pos:R:3:forces:R:3 method="wB97M-V/def2-TZVPD" total_charge=0 multiplicity=2 relative_energy_kcal_mol=10.2 homo_lumo_gap_ha="0.2531 / 0.2271"
Ru 0.540 0.049 0.475 -0.4 0.0 0.8
C 1.026 4.191 -0.119 0.1 0.0 0.0
C 1.098 2.711 -0.274 0.4 -0.1 -0.1
N 1.338 1.906 0.712 -0.2 0.3 0.3
N 1.657 2.468 1.908 0.0 0.0 0.2
C 1.586 1.614 2.895 0.0 -0.1 -0.4
N 1.916 2.037 4.130 0.0 0.0 0.1
S 1.219 -0.085 2.686 -0.1 0.0 -0.2
C 0.958 2.037 -1.561 0.1 0.0 -0.1
C 1.082 2.698 -2.777 -0.1 0.0 0.1
C 1.033 1.969 -3.949 0.0 0.0 0.1
C 0.891 0.593 -3.873 0.0 0.0 0.0
C 0.793 -0.001 -2.630 0.0 -0.2 -0.1
N 0.807 0.696 -1.496 0.0 0.2 -0.1
H 0.612 4.426 0.859 0.0 0.0 0.0
H 0.399 4.619 -0.898 0.0 0.0 0.0
H 2.015 4.652 -0.167 0.0 0.0 0.0
H 1.991 3.032 4.262 0.0 0.0 0.0
H 1.614 1.485 4.914 0.0 0.0 0.0
H 1.222 3.768 -2.792 0.0 0.0 0.0
H 1.118 2.464 -4.907 0.0 0.0 0.0
H 0.857 -0.025 -4.758 0.0 0.0 0.0
H 0.710 -1.077 -2.532 0.0 0.0 0.0
F 7.767 -1.440 -0.275 0.0 0.0 0.0
C 6.445 -1.523 -0.102 -0.1 -0.1 0.0
C 5.633 -0.436 -0.361 0.0 0.0 0.0
F 6.177 0.708 -0.793 0.0 0.0 0.0
C 4.261 -0.522 -0.184 0.1 -0.1 0.0
F 3.550 0.576 -0.479 0.0 -0.1 0.0
C 3.642 -1.690 0.254 0.2 -0.1 0.2
S 1.928 -1.954 0.484 0.0 0.4 -0.9
C 4.496 -2.770 0.510 0.0 0.2 0.0
F 3.980 -3.931 0.936 0.0 0.0 0.0
C 5.865 -2.705 0.338 0.0 0.1 0.0
F 6.633 -3.767 0.595 0.0 0.0 0.0
O -1.031 2.087 3.040 -0.2 0.0 -0.1
C -1.644 2.079 1.985 0.1 0.1 0.6
N -1.436 1.213 0.946 0.2 0.0 -0.6
S -2.532 1.478 -0.266 -0.1 -0.1 0.0
O -3.471 0.393 -0.388 0.1 0.0 0.1
O -1.861 1.910 -1.466 0.0 0.0 0.0
C -3.355 2.838 0.505 0.1 -0.1 0.0
C -4.432 3.578 0.058 0.0 0.0 0.0
C -4.901 4.571 0.908 0.0 0.0 0.0
C -4.315 4.789 2.154 0.0 0.0 0.0
C -3.244 4.021 2.586 0.1 -0.1 -0.1
C -2.769 3.039 1.731 -0.1 0.0 0.0
H -4.887 3.391 -0.904 0.0 0.0 0.0
H -5.739 5.184 0.602 0.0 0.0 0.0
H -4.711 5.567 2.793 0.0 0.0 0.0
H -2.782 4.167 3.553 0.0 0.0 0.0
N -1.920 -1.720 1.920 -0.1 -0.1 -0.1
C -1.757 -2.321 0.745 -0.2 0.3 0.1
S -0.896 -1.558 -0.500 0.0 -0.5 0.1
N -2.344 -3.516 0.561 -0.1 0.0 0.2
C -2.068 -4.454 -0.470 0.0 -0.1 -0.1
C -0.760 -4.735 -0.850 0.0 -0.1 0.1
C -0.535 -5.688 -1.829 0.0 0.0 0.0
C -1.593 -6.372 -2.411 0.0 0.0 0.0
C -2.891 -6.104 -2.006 0.0 0.0 0.0
C -3.132 -5.142 -1.038 0.0 0.1 0.0
H -1.656 -0.742 1.987 0.0 0.0 0.1
H -2.370 -2.177 2.694 0.0 0.0 0.0
H -3.109 -3.746 1.177 0.1 0.0 0.0
H 0.069 -4.226 -0.377 0.0 0.0 0.0
H 0.482 -5.907 -2.125 0.0 0.0 0.0
H -1.404 -7.118 -3.171 0.0 0.0 0.0
H -3.722 -6.637 -2.449 0.0 0.0 0.0
H -4.145 -4.915 -0.729 0.0 0.0 0.0

Entry 2:
83
Properties=species:S:1:pos:R:3:forces:R:3 method="wB97M-V/def2-TZVPD" total_charge=0 homo_lumo_gap_ha=0.1031
C -4.725 2.983 -2.438 5.0 4.7 -1.2
C -3.842 3.852 -2.911 -3.7 -4.0 3.0
C -2.662 4.911 -3.262 -1.1 -1.1 0.4
C -1.723 5.089 -1.931 -0.1 0.2 -0.7
C -0.808 3.780 -1.666 -0.2 -0.4 -1.3
C -1.363 2.769 -0.542 1.5 1.7 -1.5
N -1.657 3.609 0.673 -1.5 -0.3 1.4
C -1.825 2.600 1.788 -0.8 0.4 2.3
C -3.353 2.823 2.278 -0.6 0.2 0.2
O -3.727 1.932 3.379 2.2 0.2 -2.7
O -4.891 2.411 3.891 -2.6 1.2 0.6
C -1.399 1.095 1.253 0.4 3.0 1.7
O -2.695 0.595 0.834 1.6 -0.4 -0.7
C -0.802 0.455 2.610 -0.6 -1.0 1.0
C -1.235 -1.072 2.916 -0.1 -0.5 0.5
C -2.752 -1.203 3.541 1.1 -0.3 0.1
C -0.982 -2.117 1.709 -0.3 -0.8 0.9
C -0.351 1.621 0.078 -2.6 -0.7 -1.1
C -0.327 0.541 -1.114 0.0 -0.5 -0.8
C 0.660 0.863 -2.347 1.3 -0.7 0.2
C 0.065 0.536 -3.815 1.9 -0.4 0.4
O 0.132 1.740 -4.644 0.4 -0.4 0.2
C 1.002 2.242 0.683 0.7 0.6 0.2
C 2.342 1.375 0.473 0.4 0.2 0.2
C 2.247 -0.181 0.883 0.9 -0.4 -0.4
C 3.145 -1.069 -0.164 0.2 -0.8 0.9
C 2.508 -2.515 -0.499 0.6 -0.6 -1.3
C 1.864 -2.612 -2.006 -0.9 0.1 0.5
H -5.353 2.330 -1.714 1.3 1.4 -2.1
H -3.160 5.898 -3.574 0.8 -1.5 0.6
H -2.081 4.489 -4.160 -0.8 0.7 1.5
H -2.445 5.362 -1.079 1.2 -0.4 -1.1
H -0.995 5.988 -2.076 -1.5 -1.5 0.1
H -0.807 3.183 -2.672 0.1 1.0 1.8
H 0.272 4.144 -1.520 -1.6 -0.8 0.2
H -2.374 2.424 -0.965 1.6 0.0 1.1
H -2.580 4.105 0.694 1.1 -0.2 -0.9
H -0.939 4.271 1.015 -0.2 -0.4 -1.1
H -1.163 3.059 2.623 -1.0 -1.5 -1.2
H -3.538 3.906 2.676 0.7 -1.6 -0.6
H -4.117 2.696 1.399 1.4 -0.1 1.2
H -5.603 2.375 3.194 1.0 -0.4 0.5
H -2.621 -0.169 0.213 0.3 0.7 0.8
H -1.239 1.087 3.491 0.8 -1.2 -1.5
H 0.339 0.515 2.727 -1.7 0.1 -0.7
H -0.544 -1.426 3.790 -1.2 0.7 -1.6
H -3.531 -0.594 2.959 1.2 -0.9 1.0
H -3.039 -2.331 3.553 0.4 2.0 0.0
H -2.650 -0.857 4.642 -0.6 -0.4 -1.9
H 0.083 -2.569 1.792 -1.8 1.0 -0.5
H -1.710 -3.010 1.891 1.3 1.5 -0.4
H -1.210 -1.719 0.656 0.5 -0.5 1.5
H -1.410 0.504 -1.556 1.8 0.1 0.8
H -0.106 -0.549 -0.781 -0.3 2.0 -0.3
H 1.588 0.166 -2.212 -1.7 1.3 -0.2
H 1.104 1.940 -2.341 -1.1 -1.8 0.0
H -0.988 0.089 -3.713 1.4 1.1 -0.6
H 0.779 -0.235 -4.326 -1.6 1.0 1.1
H 1.085 1.913 -4.886 -1.6 -0.6 0.5
H 1.214 3.292 0.213 -0.5 -1.8 0.7
H 0.925 2.457 1.830 -0.2 -0.5 -2.0
H 3.168 1.859 1.135 -1.5 -0.7 -1.1
H 2.733 1.495 -0.620 -0.9 -0.3 2.0
H 2.714 -0.345 1.938 -1.0 0.4 -1.8
H 1.183 -0.611 0.933 1.6 0.9 -0.3
H 3.383 -0.511 -1.140 -0.5 -0.6 1.5
H 4.159 -1.271 0.373 -1.7 0.4 -1.1
H 3.351 -3.325 -0.483 -1.6 1.2 0.5
H 1.719 -2.843 0.271 1.3 0.5 -1.1
H 0.869 -2.006 -2.075 1.5 -0.9 0.1
H 2.556 -2.185 -2.820 -0.8 -0.7 1.3
H 1.566 -3.708 -2.273 0.8 2.0 0.6
C 3.146 -7.562 0.537 0.0 -0.9 -0.5
C 3.996 -6.390 0.013 0.4 -0.4 2.0
C 5.486 -6.704 0.248 0.4 -0.7 -0.6
O 3.685 -5.302 0.723 -0.6 1.7 -0.4
H 3.296 -7.740 1.609 0.1 0.3 -0.1
H 2.077 -7.386 0.372 0.1 0.2 0.0
H 3.408 -8.491 0.013 -0.1 -0.2 0.0
H 3.858 -6.384 -1.085 -0.2 0.3 -0.5
H 5.718 -6.852 1.309 -0.3 0.1 -0.1
H 6.128 -5.900 -0.129 -0.2 0.0 0.0
H 5.772 -7.624 -0.280 0.2 -0.1 0.0